1.
Computed, not measured: one molecule with the formula C3H9IN2, with wB97M-V/def2-TZVPD.

Properties
Orbital gap (eV): 8.765
Max |F| (eV/A): 3.9
Lowest unoccupied orbital energy (eV): -0.155
Relative energy (zero: lowest compared OMol25 entry of this formula, charge and spin) (kcal per mole): 28.6
E (Eh): -526.8360
SMILES: CC(C)N(N)I

Positions of all 15 atoms, in Å:
H: 0.868 0.282 -2.027
C: 0.771 0.832 -1.096
H: 1.657 -0.735 0.040
H: -0.489 1.659 2.591
H: -0.132 1.433 -1.118
C: 0.733 -0.147 0.076
N: 0.803 0.654 1.285
I: 1.866 -0.307 2.841
H: -0.490 -1.751 0.865
N: -0.667 1.001 1.840
H: -0.340 -1.738 -0.891
H: -1.382 -0.553 -0.093
H: 1.628 1.491 -0.983
H: -1.084 0.154 2.211
C: -0.451 -1.107 -0.013

Here are the Mulliken charges for atoms 1 to 2, given in e: atom 1 (H): 0.385, atom 2 (C): -1.460

***

2.
Computed, not measured: C3H9IN2OS as an isolated structure, with wB97M-V/def2-TZVPD.

Properties
Orbital gap (alpha / beta) (eV): 6.688 / 6.990
Max |F| (eV/A): 2.8
Lowest unoccupied orbital energy (alpha / beta) (eV): -0.335 / -2.107
Relative energy (zero: lowest compared OMol25 entry of this formula, charge and spin) (kcal per mole): 11.6
E (Eh): -1000.0992
Multiplicity: 3

Positions of all 17 atoms, in Å:
O: 0.399 1.023 -1.837
H: 1.405 0.920 0.351
C: -0.685 -1.406 -2.151
H: 2.254 -0.055 1.369
H: -0.859 -1.153 -3.219
H: 0.319 -1.698 -2.227
H: -1.446 -1.991 -1.542
N: -2.048 0.694 -1.131
H: 0.504 0.117 3.334
N: 0.652 -0.912 0.353
C: 0.509 0.675 2.285
H: -0.525 0.595 1.926
H: -0.073 -1.476 0.830
S: -0.620 0.148 -1.259
H: 0.863 1.690 2.439
I: -1.916 2.711 -0.642
C: 1.268 0.121 1.121

Here are the Mulliken charges for atoms 1 to 2, given in e: atom 1 (O): -0.594, atom 2 (H): 0.285

***

3.
Computed, not measured: an isolated ion of composition C3H9IN3 and charge +1, with wB97M-V/def2-TZVPD.

Properties
Orbital gap (eV): 9.156
Max |F| (eV/A): 6.1
Lowest unoccupied orbital energy (eV): -4.064
Charge: +1
Relative energy (zero: lowest compared OMol25 entry of this formula, charge and spin) (kcal per mole): 44.9
E (Eh): -581.3397
SMILES: CN(C)/C(N)=[NH+]/I

Positions of all 16 atoms, in Å:
H: -2.295 -0.076 -0.721
H: -1.336 -1.065 -1.497
C: -1.393 -0.582 -0.570
N: 1.936 0.847 0.587
C: -0.511 1.728 -0.480
H: -1.124 1.895 -1.437
N: -0.284 0.303 -0.439
H: 0.360 -2.346 0.307
I: 2.635 0.903 2.515
H: -1.535 -1.165 0.380
H: 0.266 2.323 -0.367
H: 2.794 0.504 0.141
C: 0.669 -0.256 0.292
H: 1.623 -1.583 1.380
H: -1.189 2.085 0.271
N: 0.918 -1.491 0.640

Here are the Mulliken charges for atoms 1 to 2, given in e: atom 1 (H): 0.425, atom 2 (H): 0.384

***

4.
Computed, not measured: a 2-piece molecular cluster, C3H9N overall, with wB97M-V/def2-TZVPD.

Properties
Orbital gap (eV): 10.774
Max |F| (eV/A): 2.0
Lowest unoccupied orbital energy (eV): 1.087
Relative energy (zero: lowest compared OMol25 entry of this formula, charge and spin) (kcal per mole): 34.4
E (Eh): -174.3983
SMILES: C=NC.C

Positions of all 13 atoms, in Å:
C: -0.400 2.151 0.171
N: -0.823 0.959 0.203
C: -0.252 0.169 1.306
H: -0.820 -0.746 1.527
H: 1.464 -1.961 -1.587
H: 0.379 -0.696 -1.756
H: -0.268 -2.374 -1.897
H: -0.303 0.800 2.208
H: 0.790 -0.160 1.098
C: 0.401 -1.710 -1.349
H: 0.075 2.638 1.058
H: 0.332 -1.792 -0.256
H: -0.575 2.722 -0.726

Here are the Mulliken charges for atoms 1 to 2, given in e: atom 1 (C): -0.223, atom 2 (N): -0.349

***

5.
Computed, not measured: a 2-piece molecular cluster, C3H9N overall, with wB97M-V/def2-TZVPD.

Properties
Orbital gap (eV): 11.039
Max |F| (eV/A): 3.4
Lowest unoccupied orbital energy (eV): 1.112
Relative energy (zero: lowest compared OMol25 entry of this formula, charge and spin) (kcal per mole): 49.4
E (Eh): -174.3743
SMILES: C=N.CC

Positions of all 13 atoms, in Å:
H: -2.675 4.699 4.754
H: 0.540 -3.299 -3.357
N: -1.928 4.611 2.817
H: 2.293 -2.574 -0.835
C: 2.174 -3.151 -1.834
H: 2.092 -4.281 -1.749
C: -2.857 4.318 3.679
H: 1.299 -1.762 -3.286
H: -3.627 3.535 3.448
C: 0.933 -2.555 -2.556
H: 0.231 -2.161 -1.790
H: -1.606 5.526 3.067
H: 3.130 -2.906 -2.358

Here are the Mulliken charges for atoms 1 to 2, given in e: atom 1 (H): 0.196, atom 2 (H): 0.234

***

6.
Computed, not measured: a 2-piece molecular cluster, C3H9N overall, with wB97M-V/def2-TZVPD.

Properties
Orbital gap (eV): 11.329
Max |F| (eV/A): 1.5
Lowest unoccupied orbital energy (eV): 1.101
Relative energy (zero: lowest compared OMol25 entry of this formula, charge and spin) (kcal per mole): 26.9
E (Eh): -174.4101
SMILES: C=N.CC

Positions of all 13 atoms, in Å:
H: -2.691 -2.522 1.324
C: 2.879 1.766 -2.371
H: 2.054 1.785 -4.059
H: -1.051 -2.249 3.347
H: 2.822 1.926 -1.301
H: 3.738 1.325 -2.878
C: -2.825 -1.857 2.179
N: 1.854 2.002 -3.085
C: -1.495 -1.473 2.777
H: -1.632 -0.629 3.453
H: -3.511 -2.321 2.874
H: -0.824 -1.093 2.008
H: -3.266 -0.963 1.737

Here are the Mulliken charges for atoms 1 to 2, given in e: atom 1 (H): 0.260, atom 2 (C): -0.246

***

7.
Computed, not measured: a 2-piece molecular cluster, C3H9N overall, with wB97M-V/def2-TZVPD.

Properties
Orbital gap (eV): 10.045
Max |F| (eV/A): 1.3
Lowest unoccupied orbital energy (eV): 1.213
Relative energy (zero: lowest compared OMol25 entry of this formula, charge and spin) (kcal per mole): 36.4
E (Eh): -174.3950
SMILES: C=C.CN

Positions of all 13 atoms, in Å:
H: -3.012 1.321 -0.097
H: -1.597 0.693 -0.884
H: 2.267 -0.295 1.092
H: 3.591 0.671 -0.769
H: 2.705 -0.294 -1.968
C: -2.377 0.440 -0.166
C: 2.066 -0.567 0.063
C: 2.779 -0.036 -0.916
N: -1.692 0.236 1.110
H: 1.540 -1.507 -0.066
H: -0.964 -0.459 1.208
H: -2.963 -0.430 -0.468
H: -2.344 0.228 1.859

Here are the Mulliken charges for atoms 1 to 2, given in e: atom 1 (H): 0.270, atom 2 (H): 0.262

***

8.
Computed, not measured: a 2-piece molecular cluster, C3H9N overall, with wB97M-V/def2-TZVPD.

Properties
Orbital gap (eV): 8.186
Max |F| (eV/A): 4.3
Lowest unoccupied orbital energy (eV): 0.809
Relative energy (zero: lowest compared OMol25 entry of this formula, charge and spin) (kcal per mole): 79.7
E (Eh): -174.3261
SMILES: C=CN.C

Positions of all 13 atoms, in Å:
C: 0.610 0.403 -0.598
H: 2.687 -0.387 -0.445
H: -1.871 -1.854 2.496
H: -2.260 -0.799 1.315
H: 2.459 1.456 -0.027
H: -0.968 -0.233 2.314
H: 0.367 0.442 -2.529
N: -0.091 0.022 -1.760
C: 1.936 0.506 -0.440
H: -2.451 -0.316 3.161
H: -1.090 0.145 -1.746
H: 0.013 0.489 0.203
C: -1.920 -0.759 2.301

Here are the Mulliken charges for atoms 1 to 2, given in e: atom 1 (C): 0.093, atom 2 (H): 0.202

***

9.
Computed, not measured: one molecule with the formula C3H9N, with wB97M-V/def2-TZVPD.

Properties
Orbital gap (eV): 10.314
Max |F| (eV/A): 5.3
Lowest unoccupied orbital energy (eV): 1.176
Relative energy (zero: lowest compared OMol25 entry of this formula, charge and spin) (kcal per mole): 39.0
E (Eh): -174.3908
SMILES: CCCN

Positions of all 13 atoms, in Å:
H: 0.919 -1.353 -0.525
H: 1.208 0.002 1.375
C: 0.245 0.198 0.831
N: -0.805 0.038 1.900
H: -0.548 -0.670 2.571
H: 0.796 1.365 -1.503
C: 0.109 0.531 -1.651
H: 0.580 0.125 -2.556
H: -1.617 -0.421 1.483
H: -0.594 -1.297 -0.527
H: -0.950 0.629 -1.881
H: 0.431 1.338 0.986
C: 0.226 -0.484 -0.503

Here are the Mulliken charges for atoms 1 to 2, given in e: atom 1 (H): 0.356, atom 2 (H): 0.291

***

10.
Computed, not measured: a 2-piece molecular cluster, C3H9N overall, with wB97M-V/def2-TZVPD.

Properties
Orbital gap (alpha / beta) (eV): 11.712 / 8.321
Max |F| (eV/A): 2.5
Lowest unoccupied orbital energy (alpha / beta) (eV): -4.072 / -7.790
Charge: +1
Relative energy (zero: lowest compared OMol25 entry of this formula, charge and spin) (kcal per mole): 9.2
E (Eh): -174.1225
Multiplicity: 2

Positions of all 13 atoms, in Å:
H: 1.277 0.028 0.202
H: -0.851 1.313 1.941
H: -0.157 -0.974 -1.953
H: 1.666 2.206 0.749
C: -0.816 -1.842 -1.825
N: 0.846 2.251 1.364
C: 0.068 1.192 1.369
H: -0.561 -2.394 -0.922
H: -1.826 -1.471 -1.916
H: -0.473 -2.517 -2.609
C: 0.398 -0.044 0.837
H: -0.272 -0.883 0.919
H: 0.702 3.135 1.842

Here are the Mulliken charges for atoms 1 to 2, given in e: atom 1 (H): 0.327, atom 2 (H): 0.363

***

11.
Computed, not measured: a 2-piece molecular cluster, C3H9N overall, with wB97M-V/def2-TZVPD.

Properties
Orbital gap (alpha / beta) (eV): 10.895 / 7.755
Max |F| (eV/A): 3.3
Lowest unoccupied orbital energy (alpha / beta) (eV): -5.899 / -9.042
Charge: +1
Relative energy (zero: lowest compared OMol25 entry of this formula, charge and spin) (kcal per mole): 49.8
E (Eh): -174.0577
Multiplicity: 2

Positions of all 13 atoms, in Å:
H: -0.235 1.135 0.741
H: 0.736 -0.083 -2.458
C: -0.822 -1.505 1.461
H: -0.047 -0.932 1.978
H: -1.772 -1.101 1.809
C: 1.376 0.285 -1.652
H: -0.867 0.930 -0.886
H: 2.388 -0.139 -1.654
H: -0.362 2.563 -0.417
H: -0.723 -2.521 1.826
C: -0.162 1.506 -0.280
N: 1.187 1.225 -0.856
H: -0.696 -1.363 0.387

Here are the Mulliken charges for atoms 1 to 2, given in e: atom 1 (H): 0.248, atom 2 (H): 0.335

***

12.
Computed, not measured: an isolated ion of composition C3H9N2 and charge +1, with wB97M-V/def2-TZVPD.

Properties
Orbital gap (eV): 11.006
Max |F| (eV/A): 0.7
Lowest unoccupied orbital energy (eV): -3.429
Charge: +1
Relative energy (zero: lowest compared OMol25 entry of this formula, charge and spin) (kcal per mole): 17.2
E (Eh): -228.9595
SMILES: C/C(N)=C/[NH3+]

Positions of all 14 atoms, in Å:
C: -0.626 -0.760 -0.256
H: -0.319 -2.537 0.758
H: 1.022 -1.522 0.530
H: -0.864 2.103 0.882
H: 1.566 1.166 0.952
H: -1.632 -0.977 -0.590
H: 1.914 0.487 -0.501
H: 0.452 -2.514 -0.718
C: -0.801 1.710 -0.135
N: 1.323 0.403 0.326
N: 0.183 -1.956 0.090
H: -0.338 2.426 -0.811
H: -1.827 1.548 -0.473
C: -0.053 0.423 -0.053

Here are the Mulliken charges for atoms 1 to 2, given in e: atom 1 (C): -0.846, atom 2 (H): 0.348